[1]
This record from the Open Molecules 2025 dataset describes a cluster of 2 separate species, C29H42BrF3N4O3S in total. The level of theory is ωB97M-V/def2-TZVPD.

The SMILES is C#CCCCc1nc2c(COC(F)(F)F)c(Br)c(CCOC(C)=O)c(S)c2nc1CCCCN.CCN(CC)CC. The value obtained for the frontier orbital gap is 0.28947 hartree. Its electronic energy is -131886.6301 eV. The molecular weight comes out at 663.645 g mol⁻¹. The maximum force is 1.0 eV Å⁻¹.

Geometry (Å):
C: 1.859 -2.341 3.712
C: 0.974 -1.781 4.314
C: -0.090 -1.124 5.075
C: -0.805 0.007 4.332
C: -1.488 -0.488 3.049
C: -0.556 -0.526 1.860
N: 0.489 0.230 1.904
C: 1.350 0.208 0.856
C: 2.472 1.058 0.895
C: 2.703 1.966 2.068
O: 2.415 1.372 3.349
C: 3.490 0.986 4.031
F: 3.097 0.375 5.123
F: 4.270 2.019 4.395
F: 4.276 0.158 3.337
C: 3.299 1.071 -0.204
Br: 4.827 2.211 -0.211
C: 3.071 0.276 -1.372
C: 3.958 0.314 -2.581
C: 4.793 -0.956 -2.772
O: 4.765 -1.301 -4.169
C: 5.024 -2.616 -4.421
C: 6.392 -3.110 -4.045
O: 4.209 -3.313 -4.946
C: 1.969 -0.551 -1.371
S: 1.655 -1.546 -2.788
C: 1.098 -0.605 -0.252
N: 0.001 -1.406 -0.287
C: -0.812 -1.370 0.726
C: -2.052 -2.204 0.631
C: -3.239 -1.353 0.163
C: -4.564 -2.114 0.137
C: -5.049 -2.562 1.522
N: -4.736 -3.962 1.854
H: 2.644 -2.855 3.215
H: -0.805 -1.892 5.373
H: 0.341 -0.726 5.994
H: -1.569 0.406 5.000
H: -0.123 0.821 4.113
H: -2.335 0.149 2.790
H: -1.885 -1.482 3.256
H: 3.720 2.333 2.078
H: 2.051 2.835 1.987
H: 3.329 0.419 -3.466
H: 4.620 1.167 -2.562
H: 4.373 -1.772 -2.185
H: 5.829 -0.779 -2.483
H: 7.123 -2.311 -3.960
H: 6.349 -3.663 -3.109
H: 6.713 -3.798 -4.821
H: 0.354 -1.740 -2.562
H: -1.871 -2.973 -0.118
H: -2.258 -2.713 1.571
H: -3.350 -0.467 0.788
H: -3.012 -1.031 -0.854
H: -5.305 -1.438 -0.289
H: -4.478 -2.976 -0.526
H: -4.594 -1.902 2.265
H: -6.124 -2.400 1.591
H: -4.311 -4.421 1.060
H: -4.084 -4.011 2.623
C: -2.150 1.047 -3.582
C: -2.681 2.369 -3.046
N: -2.953 2.330 -1.621
C: -3.739 3.451 -1.141
C: -3.128 4.854 -1.234
C: -1.833 1.930 -0.792
C: -0.532 2.737 -0.878
H: -2.813 0.226 -3.305
H: -2.091 1.086 -4.670
H: -1.148 0.824 -3.210
H: -3.624 2.596 -3.552
H: -1.980 3.172 -3.324
H: -4.016 3.251 -0.102
H: -4.680 3.449 -1.701
H: -2.334 5.005 -0.503
H: -3.898 5.602 -1.034
H: -2.726 5.058 -2.227
H: -1.595 0.889 -1.034
H: -2.173 1.907 0.248
H: -0.221 2.926 -1.906
H: 0.272 2.172 -0.402
H: -0.593 3.695 -0.361

[2]
This record from the Open Molecules 2025 dataset describes a cluster of 2 separate species, C29H42F4N3O12P2S3 in total. The level of theory is ωB97M-V/def2-TZVPD.

The value obtained for the frontier orbital gap is 0.06163 hartree. Its electronic energy is -121738.1247 eV. The molecular weight comes out at 858.805 g mol⁻¹. Its net charge is -1. The maximum force is 6.6 eV Å⁻¹.

Geometry (Å):
N: -4.887 -4.992 -1.897
C: -3.618 -4.763 -2.699
C: -2.887 -3.457 -2.109
C: -3.420 -2.086 -2.683
C: -4.560 -2.075 -3.797
C: -5.233 -0.648 -4.072
O: -4.383 0.273 -4.821
C: -5.890 0.041 -2.742
N: -5.599 1.495 -2.622
C: -2.773 -0.807 -2.103
C: -1.676 -0.889 -1.025
C: -1.076 -2.226 -0.446
C: -1.735 -3.529 -1.037
C: -1.329 -5.013 -0.575
C: -0.323 -5.767 -1.574
O: -0.895 -6.975 -2.183
N: -0.039 -2.282 0.580
C: -0.535 -2.374 1.978
C: -1.615 -1.280 2.419
C: -2.136 -1.592 3.924
C: -2.753 -0.206 4.482
O: -3.800 0.192 3.895
O: -2.139 0.554 5.533
C: 1.090 -1.378 0.387
C: 0.837 0.107 -0.045
C: 1.928 1.176 -0.285
C: 1.497 2.623 -0.774
P: 1.200 3.773 0.736
O: 2.258 4.903 0.722
O: 1.291 2.814 2.139
O: -0.367 4.470 0.567
C: 3.415 0.727 -0.015
C: 4.530 1.869 -0.216
C: 5.581 1.551 -1.395
C: 4.971 2.132 -2.771
F: 4.866 3.565 -2.726
F: 5.833 1.865 -3.887
F: 3.706 1.570 -3.072
C: 3.767 -0.743 0.429
S: 5.558 -1.222 0.700
O: 5.712 -2.169 1.873
O: 6.128 -1.800 -0.581
F: 6.530 0.092 1.075
C: 2.594 -1.803 0.604
P: 2.949 -3.618 1.112
O: 3.348 -3.693 2.793
O: 1.597 -4.641 0.936
S: 4.342 -4.435 -0.010
S: -0.934 0.654 -0.293
H: -5.619 -4.327 -2.181
H: -5.267 -5.933 -2.130
H: -3.011 -5.721 -2.589
H: -3.871 -4.662 -3.819
H: -5.397 -2.838 -3.636
H: -4.047 -2.387 -4.789
H: -6.133 -0.847 -4.773
H: -3.455 0.220 -4.508
H: -7.025 -0.069 -2.777
H: -5.529 -0.564 -1.832
H: -4.663 1.685 -2.248
H: -5.777 2.007 -3.493
H: -3.081 0.244 -2.450
H: -0.867 -4.962 0.472
H: -2.287 -5.645 -0.483
H: 0.151 -5.109 -2.374
H: 0.547 -6.167 -0.918
H: -1.403 -7.466 -1.492
H: 0.391 -2.291 2.668
H: -0.977 -3.435 2.122
H: -2.512 -1.291 1.718
H: -1.077 -0.270 2.478
H: -1.301 -1.971 4.618
H: -2.951 -2.405 3.903
H: -1.785 1.379 5.127
H: 2.313 3.171 -1.383
H: 0.583 2.624 -1.484
H: 2.247 2.864 2.405
H: -0.984 3.857 1.031
H: 5.064 1.951 0.808
H: 4.110 2.907 -0.416
H: 5.872 0.454 -1.496
H: 6.514 2.199 -1.182
H: 2.925 -2.868 3.155
H: 1.398 -4.595 -0.037
C: 1.887 7.310 2.642
C: 1.855 8.640 3.420
C: 3.194 8.815 4.166
O: 0.877 8.568 4.329
H: 2.032 6.446 3.301
H: 0.960 7.153 2.080
H: 2.712 7.308 1.916
H: 1.830 9.440 2.652
H: 3.382 8.002 4.877
H: 3.221 9.760 4.720
H: 4.032 8.829 3.455

[3]
This record from the Open Molecules 2025 dataset describes a cluster of 4 separate species, C29H43BrCl2FNO11S in total. The level of theory is ωB97M-V/def2-TZVPD.

The SMILES is C[C@H](Cl)Cc1c(O)c2c(c(CCF)c1Br)C(=O)N(CCCCS(=O)(=O)Cl)C2=O.CCOC(C)=O.CCOC(C)=O.CCOC(C)=O. Its relative energy (zero: lowest compared OMol25 entry of this formula, charge and spin) is 0.000 eV. The value obtained for the frontier orbital gap is 0.33257 hartree. Its electronic energy is -163423.2685 eV. The molecular weight comes out at 783.534 g mol⁻¹. The maximum force is 1.1 eV Å⁻¹.

Geometry (Å):
C: 8.034 0.694 0.683
C: 6.738 1.407 0.267
Cl: 6.693 3.093 0.862
C: 5.424 0.643 0.556
C: 4.456 1.221 1.555
C: 3.184 1.590 1.089
O: 2.854 1.418 -0.219
C: 2.262 2.081 2.000
C: 2.594 2.242 3.340
C: 3.836 1.898 3.854
C: 4.107 2.091 5.323
C: 3.279 1.148 6.209
F: 4.111 0.426 7.063
C: 4.733 1.369 2.923
Br: 6.403 0.752 3.558
C: 1.370 2.773 4.017
O: 1.295 3.461 4.989
N: 0.238 2.421 3.167
C: -0.253 1.071 3.455
C: -1.521 0.752 2.656
C: -1.282 -0.058 1.380
C: -0.800 -1.477 1.655
S: -0.145 -2.304 0.238
O: -1.157 -2.345 -0.777
O: 0.481 -3.516 0.672
Cl: 1.307 -1.046 -0.383
C: 0.844 2.511 1.834
O: 0.290 2.951 0.873
H: 8.628 1.299 1.363
H: 8.634 0.469 -0.200
H: 7.814 -0.259 1.165
H: 6.774 1.509 -0.815
H: 4.886 0.583 -0.385
H: 5.642 -0.384 0.862
H: 2.723 2.279 -0.657
H: 3.807 3.113 5.561
H: 5.158 1.971 5.566
H: 2.579 1.706 6.828
H: 2.747 0.414 5.599
H: 0.520 0.312 3.262
H: -0.469 1.024 4.523
H: -2.032 1.677 2.395
H: -2.186 0.173 3.303
H: -0.615 0.476 0.701
H: -2.236 -0.145 0.856
H: -1.640 -2.120 1.932
H: -0.053 -1.562 2.443
C: -3.350 -7.652 -3.209
C: -4.357 -6.527 -3.326
O: -4.918 -6.168 -2.061
C: -4.316 -5.301 -1.216
C: -2.903 -4.844 -1.485
O: -4.921 -4.954 -0.238
H: -2.491 -7.361 -2.605
H: -2.991 -7.942 -4.197
H: -3.811 -8.519 -2.736
H: -3.938 -5.651 -3.823
H: -5.211 -6.850 -3.920
H: -2.213 -5.474 -0.925
H: -2.805 -3.824 -1.132
H: -2.620 -4.858 -2.535
C: -1.192 1.549 -3.138
C: -0.602 2.933 -3.283
O: 0.650 3.055 -2.591
C: 1.814 2.683 -3.121
C: 1.849 1.915 -4.418
O: 2.824 2.908 -2.496
H: -0.551 0.790 -3.592
H: -2.170 1.506 -3.616
H: -1.318 1.301 -2.087
H: -0.489 3.233 -4.326
H: -1.247 3.669 -2.807
H: 1.882 0.853 -4.180
H: 2.762 2.183 -4.944
H: 1.004 2.105 -5.073
C: -5.408 -0.331 -2.702
C: -4.749 0.033 -1.388
O: -4.027 1.268 -1.474
C: -4.607 2.476 -1.315
C: -6.114 2.580 -1.280
O: -3.902 3.445 -1.261
H: -6.157 0.404 -2.995
H: -5.894 -1.304 -2.623
H: -4.659 -0.377 -3.493
H: -5.461 0.059 -0.562
H: -3.994 -0.710 -1.134
H: -6.465 2.813 -2.284
H: -6.377 3.403 -0.621
H: -6.619 1.683 -0.930

> Which of these has the highest maximum force?

C29H42F4N3O12P2S3